Entry 1
Computed, not measured: an isolated ion of composition C3H10N3 and charge +1, with ωB97M-V/def2-TZVPD.

Each line ends with the natural charge from an NBO analysis.
Atoms and positions in Å:
C -2.2901 0.5226 0.4726  -0.622
C -0.8475 0.2493 0.8604  -0.235
N -0.1358 -0.2795 -0.3303  -0.559
C 1.1771 -0.3741 -0.4540  0.679
N 1.7073 -0.7120 -1.6328  -0.755
N 1.9711 0.0473 0.5354  -0.757
H -2.7729 -0.4100 0.1651  0.224
H -2.8100 0.9569 1.3197  0.251
H -2.3951 1.1897 -0.3768  0.220
H -0.8161 -0.4711 1.6701  0.224
H -0.3910 1.2117 1.1003  0.203
H -0.6920 -0.1691 -1.1654  0.421
H 1.1121 -1.1256 -2.3319  0.426
H 2.6987 -0.8766 -1.7030  0.423
H 2.9685 -0.0564 0.4746  0.429
H 1.5157 0.2968 1.3959  0.429

Properties
Kohn-Sham gap, eV: 11.9600
Total charge: +1

=====

Entry 2
Computed, not measured: a 2-piece molecular cluster, C3H10N3 overall, with ωB97M-V/def2-TZVPD.

Each line ends with the natural charge from an NBO analysis.
Atoms and positions in Å:
C 3.0063 -0.8107 -0.6705  0.174
C -1.9547 1.3039 -0.3430  -0.486
C -2.1296 -1.0278 0.1615  -0.484
N 3.4775 0.0794 0.2176  -0.615
N 0.0136 -0.0132 -0.0315  -0.350
N -1.1549 0.0260 -0.0104  -0.021
H 1.9928 -1.2963 -0.5864  0.278
H -1.2218 1.9465 -0.8442  0.230
H -2.8416 1.0542 -1.0509  0.213
H -2.3750 1.6136 0.6039  0.223
H -2.4580 -1.0713 1.2245  0.234
H -3.0320 -0.8305 -0.4918  0.232
H -1.5590 -1.9532 0.0324  0.229
H 3.1314 0.1748 1.2742  0.476
H 3.4995 -0.9762 -1.6051  0.223
H 4.3195 0.6390 0.0489  0.443

Properties
Kohn-Sham gap, eV: 5.7479
Total charge: +1

=====

The structure with the least stability is entry 2.

=====

Entry 1
Computed, not measured: a 2-piece molecular cluster, C5H8NOS overall, with ωB97M-V/def2-TZVPD.

Each line ends with the natural charge from an NBO analysis.
Atoms and positions in Å:
C 1.9027 1.1649 -0.0925  -0.070
C 3.2461 0.8451 -0.1556  -0.458
C 1.6831 -0.9836 0.2671  -0.134
C -2.7336 -1.1812 -0.1872  -0.319
C -1.6281 0.8424 0.2711  0.374
N 1.0654 0.1229 0.0689  -0.500
O -2.3639 -0.1220 0.6659  -0.333
S 3.3946 -0.8100 0.1185  0.521
H 1.6350 2.3038 -0.2084  0.226
H 3.9350 1.6671 -0.2473  0.275
H 1.2350 -1.8763 0.2530  0.212
H -2.3322 -0.9057 -1.1648  0.208
H -3.8937 -1.3409 -0.2174  0.257
H -2.5712 -2.2755 0.1285  0.265
H -0.9182 0.9452 -0.5658  0.259
H -1.6561 1.6035 1.0658  0.216

Properties
Kohn-Sham gap, eV: 7.0967
Total charge: +1

=====

Entry 2
Computed, not measured: an isolated ion of composition C5H8NOS and charge +1, with ωB97M-V/def2-TZVPD.

Each line ends with the natural charge from an NBO analysis.
Atoms and positions in Å:
C -1.9762 1.2978 -0.1321  -0.018
C -3.2671 0.7966 -0.0985  -0.407
C -1.6894 -0.9951 -0.2078  -0.124
C 2.3650 -0.8199 -0.3092  -0.260
C 0.3589 0.2960 -0.1864  0.107
N -1.0844 0.1782 -0.2614  -0.310
O 0.9463 -0.9190 -0.5493  -0.525
S -3.3444 -0.8997 -0.1312  0.666
H -1.6055 2.2963 -0.4782  0.275
H -4.0992 1.4282 0.0181  0.279
H -1.0694 -1.9707 -0.2761  0.318
H 2.7115 -1.8017 -0.7634  0.229
H 2.5637 -0.8192 0.7123  0.187
H 2.8201 0.1110 -0.7057  0.194
H 0.7372 0.6123 1.0135  0.182
H 0.6563 1.2485 -0.6478  0.206

Properties
Kohn-Sham gap, eV: 10.1650
Total charge: +1

=====

The structure with the least stability is entry 1.

=====

Entry 1
Computed, not measured: one molecule with the formula C3H3N3O2, with ωB97M-V/def2-TZVPD.

Each line ends with the natural charge from an NBO analysis.
Atoms and positions in Å:
C -1.3361 -0.2906 -1.7440  0.649
C -0.1116 0.1450 1.1332  -0.121
C 1.0559 -0.3246 1.5825  -0.133
H -1.4563 0.3393 -2.7402  0.156
H -1.0122 0.5950 1.7623  0.257
H 1.2537 -0.8219 2.6822  0.246
N 0.1887 0.6959 -0.1678  0.035
N 2.0623 -0.1456 0.5510  -0.211
N 1.5123 0.3360 -0.5365  -0.025
O -1.4913 -1.4131 -1.3710  -0.484
O -0.6654 0.8846 -1.1517  -0.369

Properties
Kohn-Sham gap, eV: 10.6646
Total charge: 0

=====

Entry 2
Computed, not measured: one molecule with the formula C3H3N3O2, with ωB97M-V/def2-TZVPD.

Each line ends with the natural charge from an NBO analysis.
Atoms and positions in Å:
C 2.0126 -0.8472 0.2052  -0.065
C -0.6942 1.5115 -0.0818  0.255
C -1.8044 -0.4225 0.1511  0.797
H 1.2814 -1.7764 -0.1449  0.189
H 2.9741 -1.1398 0.4654  0.212
H -0.2675 2.6114 -0.1602  0.253
N 1.5260 0.3095 -0.0893  -0.250
N 0.1237 0.5665 -0.3205  0.045
N -1.9259 0.9661 0.3093  -0.535
O -2.7390 -1.1491 -0.1330  -0.557
O -0.4868 -0.6301 -0.2013  -0.345

Properties
Kohn-Sham gap, eV: 9.3558
Total charge: 0

=====

The structure with the least stability is entry 2.